## i
Computed, not measured: 8 unconnected molecules or ions with the total composition H16O8, with wB97M-V/def2-TZVPD.

Properties
Structure (SMILES) ... O.O.O.O.O.O.O.O
Gap between HOMO and LUMO ... 10.2 eV
Charge ... 0

Element x y z (Å)
O -0.51977 0.31440 0.51102
H -0.50498 1.08537 1.01370
H 0.35830 -0.07608 0.71805
O 2.32324 -2.19459 -1.40010
H 1.68967 -2.47714 -1.98091
H 3.08246 -2.31750 -2.00237
O 3.81365 0.06891 1.85970
H 3.54868 -0.01572 2.79236
H 3.28366 -0.61802 1.54165
O -0.06857 2.86319 -0.47416
H -0.81905 3.15245 0.07051
H -0.37866 1.97896 -0.42264
O -1.71232 -2.03036 0.42010
H -1.37222 -1.17684 0.69342
H -1.41655 -2.00791 -0.42552
O -1.54391 0.76808 -1.00206
H -2.31403 0.50148 -1.53344
H -1.75528 1.15755 -0.20137
O -3.92486 -0.75318 0.81944
H -4.13869 0.06265 1.36136
H -3.53608 -0.28844 0.00930
O 1.66675 0.81084 -0.84846
H 2.63352 0.77542 -0.50148
H 1.36561 1.48543 -0.21633

Results of the Löwdin charge analysis, in e, for atoms 1 through 4:
1 O -0.12
2 H 0.04
3 H 0.12
4 O -0.02

***

## ii
Computed, not measured: 8 unconnected molecules or ions with the total composition H16O8, with wB97M-V/def2-TZVPD.

Properties
Structure (SMILES) ... O.O.O.O.O.O.O.O
Gap between HOMO and LUMO ... 11.0 eV
Charge ... 0

Element x y z (Å)
O -1.60092 3.13896 0.79692
H -1.39192 2.28596 0.54792
H -2.32492 3.26796 0.22492
O 0.91908 -0.12704 -2.06208
H 1.80808 -0.14504 -1.72108
H 0.89308 0.37696 -2.88008
O 1.59108 2.21696 -0.26308
H 1.99208 1.66996 0.39492
H 1.73508 3.14396 0.02592
O 0.51708 -1.29204 1.58992
H -0.04392 -1.85604 1.10492
H 1.38508 -1.69604 1.47492
O 2.30808 0.70996 2.08492
H 1.96908 1.56196 2.36392
H 1.47608 0.28896 1.89092
O -1.02592 -3.28004 0.29692
H -1.58092 -2.69604 -0.19708
H -0.24792 -3.44104 -0.19508
O -2.29692 -1.73204 -1.37008
H -1.72692 -1.94704 -2.13008
H -2.10792 -0.86304 -1.05308
O -0.98792 0.41196 -0.29308
H -0.94592 -0.26004 0.34592
H -0.31192 0.26196 -0.97808

Results of the Löwdin charge analysis, in e, for atoms 1 through 4:
1 O -0.01
2 H -0.06
3 H 0.01
4 O -0.02

***

## iii
Computed, not measured: 8 unconnected molecules or ions with the total composition H16O8, with wB97M-V/def2-TZVPD.

Properties
Structure (SMILES) ... O.O.O.O.O.O.O.O
Gap between HOMO and LUMO ... 11.8 eV
Charge ... 0

Element x y z (Å)
O 0.26282 -2.86280 12.45653
H -0.53595 -2.37146 12.59230
H 0.49122 -2.89162 11.46592
O -0.46369 1.19305 13.53217
H 0.33011 0.68064 13.53841
H -0.54378 1.62339 12.71179
O 3.01580 -1.30225 8.81165
H 3.62783 -0.85928 8.23864
H 2.11552 -0.93451 8.65107
O -2.38878 -0.84544 13.17219
H -1.77202 -0.17519 13.54843
H -2.71283 -1.36026 13.87793
O 1.74638 -3.38961 10.01667
H 2.54765 -2.82056 9.92209
H 1.83662 -3.98165 9.22643
O -0.82773 0.30665 10.73324
H -0.04443 0.15067 11.35199
H -1.53247 0.19843 11.35640
O 1.73124 -0.50449 11.78606
H 1.58598 -1.48709 12.05797
H 2.44518 -0.54506 11.14689
O 0.35201 -0.58151 8.54181
H -0.03703 -1.42076 8.33844
H 0.22226 -0.55432 9.52212

Results of the Löwdin charge analysis, in e, for atoms 1 through 4:
1 O -0.08
2 H 0.00
3 H 0.04
4 O -0.01

***

## iv
Computed, not measured: 8 unconnected molecules or ions with the total composition H16O8, with wB97M-V/def2-TZVPD.

Properties
Structure (SMILES) ... O.O.O.O.O.O.O.O
Gap between HOMO and LUMO ... 10.2 eV
Charge ... 0

Element x y z (Å)
O -0.30277 1.08718 -2.09823
H -1.20921 0.90524 -1.68294
H 0.21303 0.99113 -1.29788
O 1.08314 -0.92510 2.91093
H 0.43193 -0.11705 2.98581
H 0.53258 -1.55986 3.35327
O 2.76390 -1.59685 1.86349
H 3.55391 -1.87391 2.37174
H 3.14175 -0.82820 1.44531
O 0.30131 -2.24397 1.36379
H -0.03532 -1.36182 1.53675
H 1.10416 -2.21721 1.82675
O 2.94442 1.75691 -0.80731
H 2.08002 2.23814 -0.65023
H 2.78429 0.87799 -1.13501
O -1.96333 -2.86296 0.05333
H -1.22714 -3.44006 0.24139
H -1.55221 -2.26734 -0.62713
O -1.08314 2.43522 0.50686
H -0.36279 3.06681 0.34703
H -0.98089 1.84731 -0.23676
O -3.92495 2.23589 -4.43829
H -4.03988 2.48158 -3.48860
H -4.25282 1.37096 -4.34405

Results of the Löwdin charge analysis, in e, for atoms 1 through 4:
1 O -0.06
2 H 0.08
3 H -0.01
4 O -0.14

***

Which of the structures shown above is the most stable? The most stable is iii.